Density functional theory data (ωB97M-V/def2-TZVPD) for a cluster of 6 separate species, C8H29NO6 in total in a non-equilibrium geometry.

```
! RIJCOSX wB97M-V def2-TZVPD def2/J DEFGRID3
* xyz 0 1
C -8.868 21.046 -6.126
O -10.105 21.713 -6.197
C -10.540 21.903 -7.533
C -11.841 22.685 -7.430
C -12.953 21.826 -6.831
N -12.224 23.155 -8.793
H -8.473 21.082 -5.112
H -8.103 21.560 -6.725
H -8.976 20.015 -6.474
H -9.718 22.376 -8.090
H -10.673 20.954 -8.083
H -11.646 23.539 -6.783
H -12.949 20.853 -7.337
H -13.951 22.224 -7.033
H -12.894 21.617 -5.763
H -12.305 22.344 -9.414
H -13.231 23.320 -8.702
C -6.702 17.775 -6.088
C -7.708 16.679 -5.751
O -8.980 17.234 -5.460
H -5.710 17.369 -6.292
H -6.679 18.476 -5.252
H -6.983 18.323 -6.989
H -7.367 16.068 -4.914
H -7.697 15.977 -6.594
H -9.399 17.439 -6.302
C -11.866 19.684 -0.056
C -10.641 19.270 -0.861
O -10.379 20.272 -1.816
H -11.784 20.519 0.645
H -12.109 18.819 0.574
H -12.736 19.919 -0.667
H -11.017 18.375 -1.376
H -9.772 19.004 -0.261
H -9.529 20.124 -2.267
O -6.522 19.521 0.290
H -6.600 19.143 -0.595
H -6.836 18.826 0.877
O -8.228 19.085 -3.175
H -7.480 18.592 -2.783
H -8.562 18.506 -3.881
O -6.526 17.351 -1.760
H -5.743 17.059 -2.246
H -6.876 16.550 -1.350
*
```

Calculated values
- relative energy (zero: lowest compared OMol25 entry of this formula, charge and spin) (kcal per mole) = 11.44
- maximum force (Eh/bohr) = 0.0290
- DFT total energy (eV) = -22540.20240
- SMILES = COC[C@H](C)N.CCO.CCO.O.O.O
- E_HOMO (eV) = -9.208